Record 1
Computed, not measured: 2 unconnected molecules or ions with the total composition C4H9NO2Si in a non-equilibrium geometry, with wB97M-V/def2-TZVPD.

Structure (XYZ):
```
17
C4H9NO2Si | the Open Molecules 2025 dataset | wB97M-V/def2-TZVPD
C -1.013 0.024 -0.128
C -2.516 -0.214 -0.257
C -0.344 -0.836 0.974
C -3.294 0.958 -0.840
N 4.338 0.697 -0.066
O -0.439 0.776 -0.874
O -2.941 -1.346 -0.186
Si 4.249 -0.992 -0.472
H -0.158 -0.361 1.893
H 0.587 -1.206 0.595
H -1.239 -1.550 1.218
H -4.268 0.504 -0.827
H -2.678 1.162 -1.773
H -3.137 1.754 -0.078
H 4.549 1.328 -0.852
H 4.178 1.165 0.876
H 4.127 -1.862 0.797
```

* 2S+1: 1
* E_LUMO: -0.1 eV
* HOMO-LUMO gap: 8.002 eV
* electronic energy: -652.4600 a.u.
* HOMO: -8.08 eV


Record 2
Computed, not measured: 3 unconnected molecules or ions with the total composition C5H13N2 in a non-equilibrium geometry, with wB97M-V/def2-TZVPD.

Structure (XYZ):
```
20
C5H13N2 | the Open Molecules 2025 dataset | wB97M-V/def2-TZVPD
C 2.431 -1.412 0.409
C 1.506 -0.498 0.193
C -0.530 0.112 0.027
C 3.817 -0.987 0.153
C -0.980 0.009 -1.372
N -3.758 1.285 0.364
N -1.088 0.715 0.961
H 2.268 -2.486 0.644
H 1.870 0.443 -0.005
H 4.129 0.033 0.093
H 4.195 -1.540 -0.739
H 4.370 -1.275 1.122
H -1.738 -0.856 -1.514
H -0.072 -0.055 -1.995
H -1.557 0.825 -1.820
H -3.795 0.284 0.298
H -3.517 1.962 -0.391
H -2.119 1.202 0.978
H -4.695 1.587 0.710
H -0.738 0.649 1.885
```

* 2S+1: 1
* E_LUMO: -3.6 eV
* HOMO-LUMO gap: 10.128 eV
* total charge: +1
* electronic energy: -307.4252 a.u.
* HOMO: -13.72 eV


Record 3
Computed, not measured: a molecular structure, C25H35IMnN7O5S2, with wB97M-V/def2-TZVPD.

Structure (XYZ):
```
76
C25H35IMnN7O5S2 | the Open Molecules 2025 dataset | wB97M-V/def2-TZVPD
Mn 0.826 0.811 0.371
C 3.652 0.899 -1.834
N 4.281 1.850 -0.932
C 5.654 2.254 -1.219
C 6.284 2.883 0.006
C 5.366 3.968 0.528
N 4.052 3.406 0.794
C 3.215 4.100 1.755
C 3.525 2.437 0.013
O 2.329 2.091 0.173
H 4.437 0.379 -2.377
H 3.002 1.399 -2.557
H 3.074 0.166 -1.273
H 5.667 2.950 -2.065
H 6.203 1.361 -1.521
H 7.257 3.300 -0.249
H 6.433 2.123 0.776
H 5.286 4.786 -0.200
H 5.739 4.397 1.458
H 2.853 5.050 1.351
H 3.802 4.304 2.651
H 2.362 3.484 2.019
C -6.454 -3.241 -3.354
C -5.113 -3.466 -2.724
C -4.027 -3.896 -3.488
C -2.802 -4.157 -2.905
C -2.645 -3.962 -1.540
C -3.705 -3.528 -0.758
C -4.933 -3.288 -1.356
S -1.121 -4.370 -0.760
O -0.764 -5.734 -1.024
O -1.211 -3.931 0.613
N -0.066 -3.432 -1.612
C 1.351 -3.631 -1.308
C 1.812 -3.018 0.016
C 1.633 -1.527 0.117
O 2.309 -0.825 0.911
O 0.749 -0.940 -0.591
H -6.364 -3.016 -4.416
H -6.985 -2.421 -2.872
H -7.073 -4.134 -3.257
H -4.153 -4.042 -4.553
H -1.974 -4.511 -3.501
H -3.568 -3.398 0.306
H -5.767 -2.960 -0.747
H -0.323 -2.452 -1.531
H 1.915 -3.220 -2.149
H 1.540 -4.703 -1.298
H 2.863 -3.255 0.199
H 1.240 -3.446 0.845
I -0.502 4.056 -0.407
C -1.483 2.330 -0.983
C -2.578 2.440 -1.827
C -3.286 1.297 -2.143
C -2.897 0.091 -1.585
C -1.786 0.073 -0.766
N -1.057 1.168 -0.481
H -2.866 3.405 -2.215
H -4.141 1.353 -2.803
H -3.431 -0.827 -1.777
H -1.446 -0.844 -0.307
C -3.218 2.264 5.054
C -2.158 2.902 4.164
C -1.130 1.924 3.697
N -0.840 1.720 2.467
N 0.141 0.765 2.286
C 0.576 0.269 3.423
N 1.514 -0.679 3.532
S -0.219 0.933 4.805
H -3.986 2.991 5.308
H -2.794 1.895 5.989
H -3.697 1.425 4.549
H -1.659 3.719 4.690
H -2.604 3.324 3.262
H 2.031 -0.938 2.695
H 1.851 -0.949 4.438
```

* 2S+1: 2
* E_LUMO (alpha / beta): -2.1 / -2.2 eV
* HOMO-LUMO gap (alpha / beta): 9.093 / 8.671 eV
* total charge: +1
* electronic energy: -3978.0815 a.u.
* HOMO (alpha / beta): -11.21 / -10.90 eV


Record 4
Computed, not measured: a molecular structure, C21H27CoN4SeSi in a non-equilibrium geometry, with wB97M-V/def2-TZVPD.

Structure (XYZ):
```
55
C21H27CoN4SeSi | the Open Molecules 2025 dataset | wB97M-V/def2-TZVPD
Co 0.001 0.146 -0.149
C 0.002 -0.619 -2.989
N 0.004 -1.350 -1.691
C -1.224 -2.148 -1.513
C -2.392 -1.276 -1.115
C -3.703 -1.688 -1.276
C -4.720 -0.858 -0.839
C -4.401 0.368 -0.269
C -3.069 0.707 -0.146
N -2.084 -0.103 -0.555
C 1.235 -2.144 -1.514
C 2.399 -1.267 -1.115
C 3.712 -1.674 -1.276
C 4.726 -0.841 -0.838
C 4.403 0.383 -0.267
C 3.070 0.718 -0.144
N 2.087 -0.095 -0.555
C 0.002 0.898 -2.921
C 0.005 1.626 -4.100
C 0.005 3.007 -4.041
C 0.002 3.632 -2.801
C 0.000 2.843 -1.673
N 0.000 1.502 -1.733
H 0.874 -0.925 -3.569
H -0.874 -0.925 -3.565
H -1.468 -2.706 -2.422
H -1.052 -2.882 -0.723
H -3.926 -2.641 -1.737
H -5.753 -1.158 -0.948
H -5.169 1.049 0.069
H -2.765 1.653 0.285
H 1.066 -2.878 -0.725
H 1.481 -2.700 -2.423
H 3.939 -2.626 -1.739
H 5.761 -1.138 -0.947
H 5.168 1.066 0.073
H 2.762 1.662 0.288
H 0.007 1.112 -5.053
H 0.006 3.592 -4.951
H 0.002 4.709 -2.711
H -0.002 3.281 -0.682
C -0.743 1.728 4.731
Si -0.011 0.055 4.550
C -1.083 -1.395 4.909
C 1.798 -0.129 4.821
Se 0.004 -0.207 2.050
H -0.833 1.987 5.790
H -1.740 1.764 4.292
H -0.114 2.480 4.253
H -1.218 -1.527 5.986
H -0.631 -2.303 4.509
H -2.068 -1.261 4.460
H 2.030 -0.107 5.889
H 2.345 0.683 4.341
H 2.147 -1.082 4.421
```

* 2S+1: 5
* E_LUMO (alpha / beta): -5.0 / -7.8 eV
* HOMO-LUMO gap (alpha / beta): 9.917 / 7.353 eV
* total charge: +2
* electronic energy: -5108.7059 a.u.
* HOMO (alpha / beta): -14.89 / -15.16 eV


Record 5
Computed, not measured: 5 unconnected molecules or ions with the total composition C27H60ClO18PS5 in a non-equilibrium geometry, with wB97M-V/def2-TZVPD.

Structure (XYZ):
```
112
C27H60ClO18PS5 | the Open Molecules 2025 dataset | wB97M-V/def2-TZVPD
C -4.225 3.604 5.065
C -5.393 4.690 4.990
O -5.749 5.109 3.649
C -4.626 5.598 2.936
O -3.993 6.579 3.408
C -4.066 4.964 1.592
C -5.219 4.324 0.639
C -4.564 3.055 -0.080
C -4.888 1.631 0.567
C -5.874 1.516 1.829
Cl -5.330 0.232 3.072
C -7.387 1.131 1.483
C -8.227 2.262 0.719
O -5.656 0.986 -0.536
S -5.333 -0.620 -0.831
O -5.006 -1.035 -2.248
O -6.315 -1.665 -0.396
O -4.104 -0.756 0.296
C -3.622 0.605 0.641
P -2.221 0.827 -0.644
C -2.860 1.316 -2.351
C -2.013 2.552 -2.979
C -1.071 -0.672 -0.690
C 0.422 -0.151 -0.370
H -4.105 3.196 6.134
H -3.211 4.062 4.762
H -4.419 2.736 4.345
H -6.334 4.207 5.436
H -5.140 5.584 5.671
H -3.526 5.799 1.022
H -3.271 4.174 1.858
H -5.388 5.118 -0.180
H -6.195 4.136 1.183
H -3.438 3.285 -0.168
H -4.946 3.063 -1.167
H -5.929 2.477 2.463
H -7.908 0.989 2.503
H -7.499 0.107 0.971
H -8.915 1.707 -0.022
H -8.946 2.778 1.449
H -7.616 2.983 0.091
H -3.013 0.670 1.616
H -2.729 0.407 -3.043
H -3.953 1.620 -2.398
H -2.766 3.290 -3.414
H -1.449 3.067 -2.123
H -1.318 2.188 -3.809
H -1.415 -1.507 0.006
H -1.046 -1.062 -1.768
H 1.191 -0.752 -0.981
H 0.573 0.958 -0.642
H 0.652 -0.221 0.753
O 2.368 -0.391 2.543
S 3.055 -0.927 3.689
O 2.417 -1.043 4.974
O 4.459 -0.150 3.870
C 4.442 1.277 3.960
C 3.993 1.746 5.331
C 3.731 -2.505 3.256
H 3.818 1.706 3.171
H 5.464 1.617 3.784
H 2.942 1.503 5.505
H 4.109 2.827 5.424
H 4.573 1.256 6.117
H 4.257 -2.416 2.307
H 2.904 -3.210 3.163
H 4.407 -2.828 4.047
O -0.533 -2.973 -2.515
S -0.902 -4.365 -2.462
O -0.768 -5.142 -1.259
O -0.173 -5.146 -3.674
C 1.247 -5.043 -3.796
C 1.960 -5.922 -2.785
C -2.561 -4.531 -3.056
H 1.568 -4.001 -3.710
H 1.502 -5.377 -4.803
H 1.800 -5.560 -1.767
H 3.035 -5.933 -2.975
H 1.580 -6.946 -2.827
H -2.658 -3.984 -3.993
H -3.230 -4.112 -2.305
H -2.779 -5.589 -3.199
O 1.947 -6.324 -6.821
S 2.773 -6.928 -7.836
O 4.087 -6.429 -8.142
O 1.923 -7.040 -9.205
C 1.322 -5.857 -9.732
C 2.342 -4.972 -10.426
C 2.895 -8.663 -7.508
H 0.792 -5.310 -8.948
H 0.575 -6.180 -10.461
H 3.053 -4.556 -9.709
H 1.848 -4.141 -10.933
H 2.917 -5.545 -11.156
H 1.897 -9.059 -7.321
H 3.523 -8.794 -6.627
H 3.353 -9.152 -8.367
O 6.547 3.583 4.936
S 7.534 4.579 4.607
O 8.150 4.640 3.309
O 8.691 4.563 5.735
C 9.349 3.327 6.018
C 10.370 2.979 4.951
C 6.875 6.177 4.990
H 8.620 2.522 6.147
H 9.861 3.454 6.975
H 9.883 2.755 3.999
H 10.952 2.104 5.246
H 11.049 3.817 4.777
H 6.449 6.153 5.992
H 6.102 6.405 4.257
H 7.676 6.913 4.926
```

* 2S+1: 1
* E_LUMO: 0.5 eV
* HOMO-LUMO gap: 7.994 eV
* SMILES: CCOC(=O)CCC[C@@]1([C@H](Cl)CC)OS(=O)(=O)O[C@H]1P(CC)CC.CCOS(C)(=O)=O.CCOS(C)(=O)=O.CCOS(C)(=O)=O.CCOS(C)(=O)=O
* electronic energy: -5211.2973 a.u.
* HOMO: -7.47 eV


Record 6
Computed, not measured: a molecular structure, C40H49AuI2N4O6SSi, with wB97M-V/def2-TZVPD.

Structure (XYZ):
```
104
C40H49AuI2N4O6SSi | the Open Molecules 2025 dataset | wB97M-V/def2-TZVPD
Au 0.352 -1.083 -0.301
I -7.004 0.215 -1.655
C -5.120 -0.614 -1.308
C -4.599 -1.536 -2.200
C -3.348 -2.089 -1.968
I -2.551 -3.452 -3.326
C -2.593 -1.743 -0.836
O -1.442 -2.300 -0.543
C -3.147 -0.786 0.049
C -2.293 -0.358 1.208
N -1.140 0.399 0.671
C -0.490 1.287 1.641
C 0.276 2.376 0.930
C 0.627 3.539 1.608
C 1.306 4.528 0.920
C 1.594 4.336 -0.423
C 1.179 3.158 -1.020
N 0.533 2.199 -0.360
C -4.391 -0.233 -0.187
H -5.159 -1.823 -3.078
H -1.915 -1.219 1.760
H -2.875 0.266 1.893
H -1.494 0.974 -0.091
H 0.157 0.680 2.280
H -1.230 1.776 2.287
H 0.373 3.659 2.654
H 1.599 5.440 1.423
H 2.126 5.078 -1.000
H 1.371 2.965 -2.070
H -4.800 0.492 0.506
C 3.219 -7.544 -1.268
C 2.404 -6.476 -1.982
C 1.524 -7.084 -3.064
C 3.324 -5.411 -2.572
O 1.499 -5.914 -1.009
Si 1.408 -4.505 -0.216
S 0.926 -2.964 -1.696
O 0.186 -4.531 0.810
C -0.737 -5.485 1.370
C -1.490 -4.737 2.459
C 0.042 -6.662 1.944
C -1.688 -5.940 0.273
O 2.835 -4.078 0.409
C 3.420 -4.043 1.736
C 2.430 -3.481 2.744
C 4.648 -3.156 1.628
C 3.820 -5.467 2.101
H 3.916 -8.021 -1.959
H 2.560 -8.308 -0.854
H 3.788 -7.096 -0.453
H 2.135 -7.543 -3.843
H 0.901 -6.311 -3.515
H 0.873 -7.846 -2.633
H 4.013 -5.867 -3.284
H 3.910 -4.935 -1.784
H 2.752 -4.646 -3.099
H -0.802 -4.392 3.233
H -2.239 -5.383 2.918
H -1.988 -3.873 2.019
H 0.684 -6.335 2.765
H 0.657 -7.124 1.171
H -0.648 -7.414 2.330
H -2.256 -5.091 -0.099
H -2.381 -6.694 0.651
H -1.126 -6.368 -0.559
H 2.098 -2.486 2.444
H 2.913 -3.393 3.719
H 1.568 -4.138 2.844
H 4.358 -2.126 1.416
H 5.302 -3.512 0.830
H 5.203 -3.166 2.567
H 2.946 -6.122 2.103
H 4.270 -5.491 3.095
H 4.545 -5.856 1.385
O 2.573 -0.332 2.200
C 2.989 -0.156 1.068
N 4.253 0.259 0.733
C 4.454 0.329 -0.703
C 3.025 -0.065 -1.186
O 2.679 -0.134 -2.346
N 2.280 -0.369 -0.097
C 5.448 -0.729 -1.182
C 6.716 -0.397 -1.639
C 7.608 -1.393 -2.023
C 7.238 -2.725 -1.957
C 5.969 -3.063 -1.501
C 5.082 -2.073 -1.116
C 4.799 1.733 -1.179
C 5.108 2.747 -0.284
C 5.436 4.018 -0.742
C 5.438 4.290 -2.100
C 5.117 3.281 -3.001
C 4.808 2.009 -2.547
H 4.998 0.206 1.405
H 7.014 0.641 -1.700
H 8.594 -1.119 -2.377
H 7.930 -3.499 -2.262
H 5.669 -4.102 -1.451
H 4.094 -2.351 -0.764
H 5.085 2.553 0.779
H 5.681 4.796 -0.030
H 5.689 5.280 -2.459
H 5.115 3.483 -4.065
H 4.558 1.224 -3.247
```

* 2S+1: 3
* E_LUMO (alpha / beta): 0.6 / -2.4 eV
* HOMO-LUMO gap (alpha / beta): 7.951 / 5.418 eV
* electronic energy: -3643.0640 a.u.
* HOMO (alpha / beta): -7.38 / -7.79 eV